Record 1
C7H6N2O | the ωB97M-V functional and the def2-TZVPD basis

Positions of all 16 atoms, in Å:
O (-1.548, -3.669, -0.244)
N (-1.584, -1.518, 0.750)
N (0.615, -1.915, -0.608)
C (0.568, 1.833, -0.165)
C (-0.291, 1.908, 0.949)
C (0.840, 0.622, -0.790)
C (-1.169, -2.660, 0.265)
C (-0.779, -0.436, 0.493)
C (-1.089, 0.801, 1.090)
C (0.254, -0.607, -0.345)
H (0.123, -2.068, -1.880)
H (1.078, 2.706, -0.372)
H (-0.404, 2.798, 1.556)
H (1.489, 0.620, -1.710)
H (-1.749, 0.721, 1.902)
H (1.642, -2.071, -0.652)

Values from the calculation:
* HOMO: -8.3 eV
* charge: 0
* HOMO-LUMO gap: 8.19 eV
* relative energy (zero: lowest compared OMol25 entry of this formula, charge and spin): 50.93 kcal/mol
* 2S+1: 1
* electronic energy: -454.99875 hartree



Record 2
C24H19Br2N5O4Ti | the ωB97M-V functional and the def2-TZVPD basis

Positions of all 55 atoms, in Å:
Br (-5.307, -4.198, 0.845)
Br (1.424, -3.883, 0.437)
Ti (0.546, 0.427, 0.166)
O (0.910, 0.698, -3.799)
O (1.302, 0.839, -1.510)
O (-0.292, -0.932, 1.413)
O (2.074, 0.456, 1.278)
N (0.868, -1.675, -1.244)
N (2.243, -0.900, 3.052)
N (0.275, 2.581, 0.587)
N (3.983, -0.688, 1.495)
N (-1.497, 0.931, -0.340)
C (0.974, -3.003, -1.183)
C (-0.606, 3.101, -0.358)
C (-2.448, 4.060, -2.219)
C (1.267, 4.758, 0.868)
C (0.455, 5.291, -0.136)
C (-2.578, 2.725, -1.783)
C (3.114, -1.474, 4.072)
C (-0.565, 4.477, -0.731)
C (-1.458, -1.536, 1.354)
C (0.702, -1.928, -3.677)
C (1.043, 0.220, -2.682)
C (-2.835, -3.492, 1.934)
C (0.831, -3.862, -2.243)
C (2.730, -0.419, 1.909)
C (-1.620, 2.225, -0.897)
C (1.145, 3.417, 1.178)
C (-3.796, -3.116, 0.975)
C (-3.663, -1.960, 0.242)
C (-2.272, -0.135, -0.560)
C (-2.482, -1.197, 0.381)
C (-1.480, 4.929, -1.721)
C (-1.747, -2.665, 2.186)
C (0.683, -3.286, -3.526)
C (0.847, -1.201, -2.521)
H (0.526, 6.341, -0.421)
H (-3.422, 2.120, -2.051)
H (2.529, -1.881, 4.871)
H (-2.982, -4.417, 2.505)
H (-3.028, 4.376, -3.071)
H (-2.894, -0.094, -1.451)
H (4.435, -1.549, 1.800)
H (1.802, 2.961, 1.918)
H (0.633, -1.452, -4.644)
H (3.724, -2.285, 3.635)
H (0.689, -3.838, -4.454)
H (-4.396, -1.722, -0.527)
H (-1.352, 5.911, -2.154)
H (3.845, -0.745, 4.511)
H (-1.107, -2.814, 3.081)
H (4.322, -0.202, 0.685)
H (2.004, 5.317, 1.429)
H (1.254, -0.706, 3.184)
H (0.650, -4.902, -2.088)

Values from the calculation:
* HOMO (alpha / beta): -4.9 / -7.1 eV
* charge: 0
* HOMO-LUMO gap (alpha / beta): 4.68 / 6.89 eV
* relative energy (zero: lowest compared OMol25 entry of this formula, charge and spin): 19.44 kcal/mol
* 2S+1: 3
* electronic energy: -7498.33100 hartree



Record 3
C38H102BeNO14 | the ωB97M-V functional and the def2-TZVPD basis

Positions of all 156 atoms, in Å:
O (4.152, -2.905, 0.221)
O (2.056, -0.989, -4.501)
O (-1.397, 1.164, 7.339)
O (-0.522, -1.018, -2.329)
O (1.993, 7.139, -0.662)
O (2.169, -2.387, -2.001)
O (5.202, -0.811, -3.947)
O (-2.522, 0.364, -4.392)
O (3.984, 3.856, 4.364)
O (-4.391, -6.300, 4.303)
O (0.130, -4.929, -2.421)
O (-0.086, 1.149, -5.611)
O (-4.355, 5.462, 1.931)
O (-6.042, -2.373, 2.826)
N (-0.222, -0.690, -1.010)
C (5.746, 0.561, -1.994)
C (-5.313, -0.303, 1.760)
C (3.176, 1.775, 3.291)
C (0.604, 0.374, 6.252)
C (-0.325, -1.204, 1.506)
C (2.239, 5.813, -1.026)
C (0.031, -6.923, -1.169)
C (-0.019, 0.266, 1.787)
C (-0.777, 3.317, -4.815)
C (1.083, 4.983, -0.562)
C (-0.919, -2.984, -0.120)
C (3.406, -3.017, 1.409)
C (5.308, -0.794, -2.541)
C (-3.260, 3.423, 2.208)
C (0.435, 0.627, -0.746)
C (-0.507, 1.368, 6.232)
C (-5.052, -1.368, 2.852)
C (2.926, 2.904, 4.328)
C (1.566, 3.469, 4.285)
C (-0.606, 1.755, -0.985)
C (1.652, 2.708, -5.106)
C (0.827, -5.673, -1.457)
C (-2.843, -6.399, 2.492)
C (-0.951, -1.433, 0.046)
C (2.513, 5.710, -2.529)
C (-3.914, 0.149, -4.554)
C (3.980, -4.360, 2.005)
C (1.730, 0.719, -1.568)
C (-3.773, 4.400, 1.185)
C (3.718, -1.775, 2.214)
C (-4.752, 1.001, -3.652)
C (-2.698, 5.033, 0.264)
C (-4.119, -1.376, -4.321)
C (-2.368, -0.947, 0.014)
C (0.913, 0.778, 0.732)
C (-3.793, -5.510, 3.314)
C (0.299, 2.184, -4.754)
C (2.209, -5.931, -2.105)
Be (0.502, -2.885, -3.798)
H (2.846, -2.677, -1.373)
H (-0.988, 0.948, -5.330)
H (2.356, -3.126, 1.135)
H (3.152, -1.754, 3.152)
H (4.145, 1.296, 3.427)
H (1.903, 0.337, 0.830)
H (4.685, -1.863, 2.716)
H (0.093, -3.349, 0.047)
H (-1.727, -3.464, 0.427)
H (0.810, 2.686, 4.254)
H (-0.887, -6.784, -0.595)
H (1.395, 4.169, 5.105)
H (3.013, 2.455, 5.325)
H (-5.099, -5.811, 4.732)
H (1.606, 5.817, -3.129)
H (-0.163, 2.403, 6.215)
H (0.321, 1.942, -3.684)
H (-5.163, -0.837, 3.796)
H (6.044, -0.583, -4.352)
H (-4.529, 0.452, 1.689)
H (1.536, 0.629, -2.635)
H (-6.259, 0.230, 1.853)
H (1.519, 0.923, 6.022)
H (-0.237, 2.675, -1.449)
H (-0.973, -1.467, 2.343)
H (0.302, 5.019, -1.326)
H (-2.602, 0.079, 0.311)
H (-1.181, 2.191, -0.167)
H (2.348, 1.074, 3.226)
H (-1.039, 0.658, 1.796)
H (5.087, -3.099, 0.320)
H (-3.522, -1.975, -5.006)
H (-1.193, 1.243, 5.392)
H (0.880, 1.841, 0.979)
H (-3.197, -4.691, 3.727)
H (4.316, -1.038, -2.160)
H (-1.344, 1.521, -1.757)
H (-1.091, 1.723, 8.059)
H (0.386, 0.302, 2.799)
H (3.151, 5.449, -0.546)
H (1.373, 3.933, -0.462)
H (5.356, 1.464, -2.468)
H (-1.739, 2.881, -4.546)
H (-6.163, -2.661, 1.915)
H (1.933, 3.584, -4.527)
H (6.832, 0.579, -2.105)
H (3.238, 6.437, -2.893)
H (-2.055, 5.641, 0.906)
H (-2.088, -6.893, 3.100)
H (2.265, 1.833, -4.860)
H (-5.760, 0.615, -3.498)
H (5.043, -4.221, 2.196)
H (-2.233, -0.120, -3.612)
H (0.658, 5.266, 0.400)
H (0.988, -5.104, -0.537)
H (-5.000, 5.131, 2.561)
H (1.809, 2.826, -6.178)
H (5.978, -1.594, -2.216)
H (1.923, -0.326, -3.821)
H (-2.980, -1.491, 0.737)
H (3.792, -5.118, 1.245)
H (-4.796, 2.050, -3.948)
H (-3.709, -1.640, -3.341)
H (5.484, 0.771, -0.955)
H (3.274, 2.343, 2.361)
H (2.899, 4.709, -2.736)
H (0.357, -0.415, 5.541)
H (0.621, -1.743, 1.589)
H (-0.778, -5.251, -2.412)
H (0.628, -7.660, -0.634)
H (2.935, -0.801, -4.855)
H (-0.825, 3.675, -5.844)
H (1.724, -1.652, -1.565)
H (-2.075, 4.317, -0.270)
H (2.174, 1.716, -1.526)
H (2.089, -6.368, -3.096)
H (-2.789, 3.958, 3.032)
H (-4.016, -1.597, 2.590)
H (3.600, -0.839, 1.675)
H (1.405, 4.065, 3.381)
H (2.831, -5.038, -2.107)
H (-3.438, -7.075, 1.878)
H (2.533, 0.045, -1.273)
H (3.563, 4.721, 4.365)
H (-2.951, -0.984, -0.909)
H (-0.277, -7.321, -2.139)
H (-4.236, 0.387, -5.568)
H (3.450, -4.677, 2.904)
H (-4.581, -5.096, 2.679)
H (1.540, 7.636, -1.347)
H (-5.183, -1.609, -4.288)
H (-3.043, 5.793, -0.437)
H (-5.301, -0.852, 0.814)
H (0.794, -0.098, 7.216)
H (-2.608, 2.665, 1.769)
H (-2.337, -5.732, 1.789)
H (2.690, -6.712, -1.512)
H (-4.115, 2.903, 2.648)
H (-4.333, 1.137, -2.649)
H (-0.404, 4.148, -4.215)
H (-4.584, 3.983, 0.580)
H (-1.099, -3.241, -1.166)

Values from the calculation:
* HOMO: -10.3 eV
* charge: +1
* HOMO-LUMO gap: 4.60 eV
* 2S+1: 1
* electronic energy: -2631.33376 hartree



Record 4
C3H6OS | the ωB97M-V functional and the def2-TZVPD basis

Positions of all 11 atoms, in Å:
S (-1.247, -1.053, -0.381)
O (1.425, -1.188, 0.314)
C (-1.309, 0.163, 0.698)
C (1.203, 0.118, -0.278)
C (-0.410, 0.559, -0.432)
H (1.814, 0.951, 0.246)
H (0.279, -1.481, 0.105)
H (-0.507, 1.315, -1.398)
H (1.554, -0.097, -1.384)
H (-2.118, 0.681, 0.859)
H (-0.684, 0.032, 1.651)

Values from the calculation:
* HOMO: -9.3 eV
* charge: 0
* HOMO-LUMO gap: 9.96 eV
* relative energy (zero: lowest compared OMol25 entry of this formula, charge and spin): 85.46 kcal/mol
* 2S+1: 1
* electronic energy: -591.19682 hartree